No. 1
C21H24N2O4 in the gas phase. Source: the OMol25 dataset; level of theory: wB97M-V/def2-TZVPD.

Output
E_LUMO   0.5 eV
Kohn-Sham gap   8.6 eV
Highest occupied orbital energy   -8.07 eV
Electronic energy   -1225.12921 Ha
SMILES string   COc1ccc(OC)c(NC(=O)[C@H]2CC(=O)N(CCc3ccccc3)C2)c1
ΔE to the lowest compared entry with this formula, charge and spin   43.2 kcal/mol

```
! RIJCOSX wB97M-V def2-TZVPD def2/J DEFGRID3
* xyz 0 1
C -5.71064 -3.61302 -0.13983
O -4.46774 -3.00959 0.12084
C -4.37951 -1.65250 0.06213
C -5.42629 -0.79767 -0.24447
C -5.21885 0.57671 -0.27518
C -3.97657 1.11163 -0.00281
O -3.66888 2.45563 -0.00908
C -4.69872 3.36696 -0.30291
C -2.90999 0.24360 0.31056
N -1.67699 0.84668 0.58081
C -0.48599 0.26454 0.87150
O -0.29328 -0.92748 0.94580
C 0.63890 1.28732 1.04516
C 1.76482 0.76157 1.93412
C 3.04998 1.18217 1.24597
O 4.16437 1.16689 1.71419
N 2.72990 1.61162 0.00114
C 3.72184 1.84207 -1.01478
C 3.93865 0.60542 -1.90789
C 4.34170 -0.56717 -1.05839
C 5.67047 -0.74269 -0.69526
C 6.03946 -1.77227 0.14978
C 5.08182 -2.63865 0.64858
C 3.75614 -2.47460 0.28986
C 3.38972 -1.44597 -0.55983
C 1.32675 1.52952 -0.31521
C -3.11800 -1.12008 0.33968
H -5.54593 -4.68396 -0.03298
H -6.47320 -3.29196 0.57753
H -6.05676 -3.40098 -1.15696
H -6.41312 -1.17149 -0.46343
H -6.05329 1.21510 -0.51731
H -5.09790 3.21001 -1.30985
H -5.51210 3.30179 0.42633
H -4.24325 4.35467 -0.24649
H -1.72239 1.85582 0.53233
H 0.24156 2.22566 1.43919
H 1.73972 -0.33166 1.95795
H 1.72203 1.12837 2.95742
H 4.65130 2.07457 -0.48890
H 3.42135 2.70184 -1.62277
H 4.72086 0.84056 -2.63154
H 3.02015 0.38258 -2.45477
H 6.41988 -0.06162 -1.07330
H 7.07619 -1.89388 0.42772
H 5.36829 -3.43688 1.31750
H 2.99974 -3.14207 0.67606
H 2.34954 -1.33331 -0.83165
H 1.12329 0.69818 -1.00300
H 0.99048 2.45685 -0.79201
H -2.30951 -1.78885 0.57844
*
```

Löwdin atomic charge list, values in e, 5 entries: atom 1 (C): -0.09, atom 2 (O): -0.08, atom 3 (C): -0.27, atom 4 (C): -0.03, atom 5 (C): -0.02


No. 2
A molecular structure, C20H14AsIrS5. Source: the OMol25 dataset; level of theory: wB97M-V/def2-TZVPD.

Output
E_LUMO (spin up / spin down)   -1.0 / -1.0 eV
Kohn-Sham gap (spin up / spin down)   6.8 / 6.8 eV
Highest occupied orbital energy (spin up / spin down)   -7.81 / -7.81 eV
Electronic energy   -5101.58913 Ha
ΔE to the lowest compared entry with this formula, charge and spin   20.9 kcal/mol

```
! RIJCOSX wB97M-V def2-TZVPD def2/J DEFGRID3
* xyz 0 1
Ir -0.30006 1.38631 2.41004
S -1.88831 -0.28511 2.70903
C -2.44623 -0.83558 1.11137
C -3.61513 -1.59767 1.05892
C -4.14058 -1.97883 -0.16273
C -3.51947 -1.61438 -1.35248
C -2.34407 -0.88112 -1.30686
C -1.81220 -0.51391 -0.08010
As -0.16748 0.42035 0.19013
C 0.16814 1.40057 -1.42548
C 0.79175 0.79270 -2.51009
C 0.96483 1.50686 -3.68788
C 0.51684 2.81563 -3.78148
C -0.10761 3.41965 -2.69923
C -0.28295 2.71322 -1.51924
C 1.15711 -0.99126 0.17247
C 2.50623 -0.66180 0.08168
C 3.46769 -1.65836 0.12625
C 3.08565 -2.98566 0.26684
C 1.74251 -3.31369 0.36033
C 0.77488 -2.31951 0.31402
H -4.12042 -1.86350 1.97863
H -5.05783 -2.55318 -0.18871
H -3.94775 -1.89973 -2.30370
H -1.83711 -0.59907 -2.22287
H 1.14694 -0.22759 -2.43738
H 1.45320 1.03774 -4.53221
H 0.65631 3.36925 -4.70090
H -0.45578 4.44154 -2.77256
H -0.76431 3.18424 -0.66894
H 2.80928 0.37487 -0.02865
H 4.51568 -1.39791 0.05414
H 3.83697 -3.76369 0.30508
H 1.44167 -4.34737 0.47180
H -0.27186 -2.58370 0.39208
S 0.98510 1.62352 7.11138
C 0.72497 1.75908 5.51122
S -0.79351 1.64511 4.70778
S 2.11484 2.21104 4.50184
S 1.59765 2.78450 1.55792
C 1.41440 1.98645 2.98856
*
```

Löwdin atomic charge list, values in e, 5 entries: atom 1 (Ir): 0.45, atom 2 (S): 0.51, atom 3 (C): -0.68, atom 4 (C): -0.12, atom 5 (C): -0.08


No. 3
A molecular structure, C18H25F6LiN4O6P2Sb at a distorted geometry. Source: the OMol25 dataset; level of theory: wB97M-V/def2-TZVPD.

Output
E_LUMO (spin up / spin down)   -0.7 / -2.2 eV
Kohn-Sham gap (spin up / spin down)   7.7 / 6.6 eV
Highest occupied orbital energy (spin up / spin down)   -8.40 / -8.78 eV
Electronic energy   -2901.13454 Ha
ΔE to the lowest compared entry with this formula, charge and spin   11.7 kcal/mol

```
! RIJCOSX wB97M-V def2-TZVPD def2/J DEFGRID3
* xyz 0 2
Li 0.68320 -1.16964 -0.09185
C -2.78562 -2.61683 -1.53906
P -2.19002 -2.54554 0.16514
C -1.76011 -4.26694 0.57500
C -3.65396 -2.23668 1.23479
C -3.09476 -2.13752 2.65306
P -1.50121 -1.26216 2.42654
C -0.69419 -1.25255 4.06275
C -2.04668 0.46890 2.19240
H -2.00165 -3.06007 -2.15316
H -2.97855 -1.60987 -1.90928
H -3.68182 -3.24082 -1.57909
H -2.64152 -4.88732 0.39493
H -1.44237 -4.35641 1.61141
H -0.94006 -4.60260 -0.05612
H -4.38188 -3.04266 1.11950
H -4.12078 -1.30319 0.91409
H -2.87953 -3.13271 3.04786
H -3.76116 -1.62964 3.35239
H -1.38530 -0.90226 4.83183
H 0.17159 -0.59160 4.02596
H -0.35048 -2.25752 4.30509
H -2.90849 0.68094 2.82802
H -2.30851 0.65017 1.15083
H -1.23172 1.13966 2.46568
F 1.38820 -1.65885 1.54265
Sb 2.26786 -3.23046 0.81884
F 3.47054 -2.22579 -0.20741
F 3.48527 -3.24138 2.23557
F 2.75258 -4.79816 -0.07495
F 1.03218 -4.22882 1.83057
F 0.96288 -2.88533 -0.60932
O -2.08607 0.32040 -2.50362
C -1.20721 0.50561 -1.66800
O -0.76281 -0.34387 -0.82098
C -0.59066 1.88963 -1.57421
C -0.61185 2.73621 -2.67307
C -0.00947 3.97777 -2.57110
C 0.59113 4.42879 -1.41113
C 0.57154 3.56917 -0.33248
C 0.00409 2.31210 -0.39760
N 1.18564 3.99873 0.93406
O 1.87203 4.99695 0.91822
O 0.91914 3.35304 1.93135
N -0.00144 4.86772 -3.74934
O 0.38431 6.00725 -3.58662
O -0.40443 4.41004 -4.79754
H -1.08156 2.42241 -3.59381
H 1.05224 5.40250 -1.35465
H 0.03894 1.65268 0.45350
N 1.80461 -0.02411 -2.74312
C 2.46104 0.62801 -1.73073
C 3.35637 1.67099 -2.01576
C 3.96571 2.32185 -0.97060
C 3.68478 1.93472 0.33969
C 2.78465 0.90986 0.52149
N 2.16487 0.27255 -0.47970
H 2.19231 0.04160 -3.66746
H 1.36932 -0.90373 -2.51814
H 3.55189 1.94862 -3.04342
H 4.65791 3.13072 -1.16673
H 4.14792 2.41761 1.18754
H 2.52110 0.57782 1.51934
*
```

Löwdin atomic charge list, values in e, 5 entries: atom 1 (Li): 0.52, atom 2 (C): -0.22, atom 3 (P): 0.91, atom 4 (C): -0.24, atom 5 (C): -0.38


No. 4
C4H8N2O in the gas phase. Source: the OMol25 dataset; level of theory: wB97M-V/def2-TZVPD.

Output
E_LUMO   0.9 eV
Kohn-Sham gap   9.5 eV
Highest occupied orbital energy   -8.61 eV
Electronic energy   -341.91544 Ha
SMILES string   NC(=O)CN1CC1
ΔE to the lowest compared entry with this formula, charge and spin   55.3 kcal/mol

```
! RIJCOSX wB97M-V def2-TZVPD def2/J DEFGRID3
* xyz 0 1
N -0.20942 0.55774 -2.02476
C -1.31379 0.20216 -1.30376
O -2.38988 -0.06773 -1.80396
C -1.08188 0.21225 0.21672
N 0.28242 -0.11662 0.47207
C 1.10104 -0.90948 1.28799
C 1.53975 0.44153 0.76938
H -0.23703 0.42230 -3.02349
H 0.68703 0.53920 -1.56478
H -1.40784 1.18444 0.62136
H -1.73175 -0.55526 0.64732
H 0.90487 -1.01921 2.35535
H 1.50810 -1.80152 0.80806
H 1.64857 1.27488 1.46613
H 2.26387 0.44739 -0.05239
*
```

Löwdin atomic charge list, values in e, 5 entries: atom 1 (N): 0.16, atom 2 (C): -0.52, atom 3 (O): 0.04, atom 4 (C): -0.08, atom 5 (N): -0.19


No. 5
2 unconnected molecules or ions with the total composition C3H10N2O at a distorted geometry. Source: the OMol25 dataset; level of theory: wB97M-V/def2-TZVPD.

Output
E_LUMO   1.0 eV
Kohn-Sham gap   9.2 eV
Highest occupied orbital energy   -8.28 eV
Electronic energy   -304.99801 Ha
SMILES string   C=CN.NCO
ΔE to the lowest compared entry with this formula, charge and spin   48.1 kcal/mol

```
! RIJCOSX wB97M-V def2-TZVPD def2/J DEFGRID3
* xyz 0 1
C 1.37680 -2.24400 0.54208
C 0.71003 -1.75855 1.62756
N -0.30995 -0.81347 1.56063
H 2.28655 -2.80530 0.71461
H 1.04501 -1.93882 -0.43712
H 1.04517 -1.90409 2.65494
H -0.85901 -0.99005 0.72919
H -0.82523 -0.86066 2.42764
N 0.45397 1.44868 -1.88444
C -0.91049 1.29219 -1.45618
O -1.13961 1.70691 -0.07762
H 1.04683 0.91558 -1.25665
H 0.57325 1.13348 -2.83573
H -1.62372 1.90466 -2.00342
H -1.16725 0.19869 -1.47295
H -0.37512 2.30553 -0.03937
*
```

Löwdin atomic charge list, values in e, 5 entries: atom 1 (C): -0.04, atom 2 (C): -0.30, atom 3 (N): 0.03, atom 4 (H): 0.03, atom 5 (H): 0.03